Entry 1:
ORCA calculation (ωB97M-V/def2-TZVPD) on a molecular structure, C38H51ClN9O3PSV.

CARTESIAN COORDINATES (ANGSTROEM)
V: -0.28215 0.26574 -0.38165
C: -0.30626 -1.82328 2.61588
C: 0.48985 -0.66433 3.21474
C: 1.79932 -0.12783 2.61757
C: 4.05669 -0.01970 3.04750
C: 4.75352 1.02393 2.25106
C: 4.04556 2.01787 1.72524
C: 2.57304 2.10510 2.05922
N: 1.72606 0.96047 1.64957
N: -0.94580 -1.46340 1.31688
C: -1.25207 -2.65741 0.53376
C: -1.58116 -2.39896 -0.90759
C: -2.25633 -3.38105 -1.62072
C: -2.36263 -3.28000 -2.99723
C: -1.75140 -2.19895 -3.61589
C: -1.15601 -1.23599 -2.82948
N: -1.10338 -1.29442 -1.49323
C: -2.18817 -0.70574 1.57944
C: -1.89536 0.72783 1.88263
C: -2.42095 1.40461 2.96410
C: -2.08219 2.73719 3.17761
C: -1.21194 3.33494 2.26840
C: -0.72196 2.60254 1.20993
N: -1.04718 1.30088 0.99636
H: -1.13850 -1.99609 3.31890
H: 1.35543 -2.91541 2.53779
H: 0.72605 -0.99050 4.22812
H: -0.17662 0.19161 3.30652
H: 4.71822 -0.57060 3.71295
H: 5.82083 0.92619 2.08884
H: 4.50063 2.79673 1.12610
H: 2.13041 3.02495 1.67505
H: -2.05612 -3.24758 0.99786
H: -0.36135 -3.28498 0.53103
H: -2.67587 -4.23077 -1.09733
H: -2.88881 -4.03228 -3.56942
H: -1.77552 -2.08370 -4.69074
H: -0.71924 -0.35768 -3.28299
H: -2.76734 -1.15492 2.39818
H: -2.79311 -0.74088 0.66728
H: -3.08227 0.88981 3.65041
H: -2.47333 3.28465 4.02401
H: -0.91334 4.36813 2.38762
H: -0.03061 3.03396 0.49955
C: 4.29542 3.08135 6.76996
C: 3.54661 2.28246 5.73014
C: 3.10542 0.92147 6.06446
C: 2.68835 0.05090 5.14009
C: 2.73055 0.46507 3.70296
C: 2.45387 1.95941 3.57764
C: 3.28324 2.77415 4.51460
S: 3.12611 -1.28735 1.99655
O: 0.38484 -3.03029 2.58661
O: 3.10330 -2.55893 2.78677
N: 1.35285 0.80303 0.28289
C: 2.25477 1.10248 -0.73892
C: 3.55478 0.58278 -0.90475
C: 4.33143 1.00136 -1.96358
C: 3.83115 1.93122 -2.86678
C: 2.52728 2.34999 -2.67500
N: 1.76616 1.96271 -1.65678
H: 4.41284 2.51700 7.69414
H: 3.77251 4.00972 7.00238
H: 5.28909 3.34691 6.40661
H: 3.17232 0.61510 7.10237
H: 2.46566 -0.97736 5.40268
H: 1.39499 2.10758 3.83647
H: 3.58594 3.77569 4.22667
H: 3.91265 -0.18313 -0.24728
H: 5.32794 0.59306 -2.09349
H: 4.42044 2.28814 -3.70083
H: 2.06176 3.04917 -3.36471
C: 2.37578 -3.03682 -5.21187
N: 2.17461 -2.23528 -4.02353
C: 2.04807 -0.80585 -4.26456
P: 2.55524 -2.74126 -2.48146
O: 1.75193 -2.02701 -1.47327
N: 4.19685 -2.51954 -2.27069
C: 4.76182 -2.96933 -1.00844
C: 5.15598 -2.34118 -3.33651
N: 2.33424 -4.39144 -2.42574
C: 3.30307 -5.36376 -2.88672
C: 1.00588 -4.91850 -2.18749
H: 1.55610 -2.85219 -5.91190
H: 2.37211 -4.09456 -4.95715
H: 3.31594 -2.80428 -5.72800
H: 1.20458 -0.61834 -4.93658
H: 2.94904 -0.38105 -4.72324
H: 1.86895 -0.29613 -3.31891
H: 3.96391 -3.11568 -0.28329
H: 5.45640 -2.21758 -0.61865
H: 5.30925 -3.91371 -1.12145
H: 4.66838 -1.91836 -4.21323
H: 5.65390 -3.27716 -3.62507
H: 5.93201 -1.64155 -3.01241
H: 4.23398 -4.86835 -3.15672
H: 2.93569 -5.91444 -3.76100
H: 3.51322 -6.09378 -2.09844
H: 0.36822 -4.11474 -1.83299
H: 1.04213 -5.70431 -1.42661
H: 0.56447 -5.33910 -3.10034
Cl: -2.84696 1.16916 -1.46104
C: -1.11551 1.65060 -1.66795
H: -1.08005 2.70591 -1.38577
H: -0.91923 1.60660 -2.74496

Spin multiplicity: 2
Energy above the lowest of the compared OMol25 structures with the same formula, charge and spin, kJ/mol: 344.2
Calculated total energy, Eh: -4340.7809
HOMO (spin up / spin down), eV: -4.930 / -4.754
LUMO level (spin up / spin down), eV: 0.5 / 0.5

Results of the Mulliken charge analysis, in e, for atoms 1 through 8: number 1, V, carries 0.392; number 2, C, carries -0.801; number 3, C, carries -1.612; number 4, C, carries 0.451; number 5, C, carries -0.304; number 6, C, carries -1.310; number 7, C, carries -0.596; number 8, C, carries -0.666

Entry 2:
ORCA calculation (ωB97M-V/def2-TZVPD) on a molecular structure, C38H52IrN5O3STe.

CARTESIAN COORDINATES (ANGSTROEM)
Ir: -0.49320 -1.13381 0.76970
C: 0.79045 -5.25304 -3.87158
C: 0.18477 -5.59950 -2.52136
N: -0.69852 -4.52672 -2.03586
C: -2.12325 -4.71659 -2.31835
C: -2.78254 -5.61938 -1.28774
C: -0.18321 -3.46242 -1.42004
S: -1.29107 -2.16008 -1.02784
N: 1.13861 -3.46133 -1.26711
C: 1.82408 -2.68508 -0.44690
O: 1.37843 -1.93657 0.47055
C: 3.30457 -2.68621 -0.60930
C: 4.10288 -2.06805 0.34972
C: 5.47964 -2.04426 0.19663
C: 6.06425 -2.63168 -0.91744
C: 5.27177 -3.24953 -1.87555
C: 3.89558 -3.28243 -1.71969
H: 1.39984 -6.08094 -4.23363
H: 1.41882 -4.36727 -3.79027
H: 0.01282 -5.05722 -4.61162
H: 0.95724 -5.78302 -1.77989
H: -0.43114 -6.49507 -2.59623
H: -2.19555 -5.13906 -3.32202
H: -2.62205 -3.75301 -2.34534
H: -2.32343 -6.60759 -1.26174
H: -3.83931 -5.74613 -1.52247
H: -2.69996 -5.17783 -0.29345
H: 3.63561 -1.61668 1.21391
H: 6.09831 -1.56965 0.94673
H: 7.13966 -2.61312 -1.03709
H: 5.72747 -3.71138 -2.74130
H: 3.26788 -3.76793 -2.45380
C: -0.57293 1.26834 4.15202
N: -1.69216 0.34625 4.22932
C: -2.80639 0.79246 5.06325
C: -3.73192 -0.35944 5.39331
C: -4.05078 -1.09052 4.10525
N: -2.80369 -1.56485 3.50804
C: -2.75596 -2.86221 2.84627
C: -1.71698 -0.77527 3.49572
O: -0.68662 -1.13361 2.83237
H: -0.92738 2.24362 3.80899
H: 0.17413 0.88733 3.46589
H: -0.12266 1.38366 5.13934
H: -3.34396 1.58468 4.53296
H: -2.38482 1.22763 5.97051
H: -4.64119 0.01732 5.85917
H: -3.24933 -1.04597 6.09152
H: -4.56812 -0.41794 3.41463
H: -4.69135 -1.95347 4.27620
H: -2.99023 -2.79716 1.78092
H: -3.47609 -3.51674 3.33364
H: -1.76230 -3.29085 2.94756
C: -4.16396 -0.17614 0.66228
C: -2.97656 0.69383 1.03861
O: -3.11663 1.74561 1.65377
N: -1.80193 0.24868 0.52786
Te: -0.11064 2.11066 0.62015
C: 0.54232 4.13356 0.59823
C: 1.58226 4.47677 1.47063
C: 2.23921 3.54645 2.46209
C: 2.08630 5.77648 1.41091
C: 1.57778 6.72718 0.54492
C: 2.12995 8.12330 0.50433
C: 0.51589 6.36523 -0.28183
C: -0.02031 5.08983 -0.26478
C: -1.17341 4.77119 -1.17133
C: 0.34659 1.56010 -1.35990
C: -0.64286 1.38761 -2.32828
C: -2.10994 1.65898 -2.13467
C: -0.25182 0.90047 -3.57622
C: 1.06075 0.57273 -3.86523
C: 1.45191 0.02178 -5.20757
C: 2.02057 0.75451 -2.87333
C: 1.69181 1.24301 -1.61958
C: 2.78288 1.41923 -0.59748
H: -5.06898 0.41826 0.76125
H: -4.21908 -1.03327 1.33175
H: -4.07074 -0.55718 -0.35331
H: 1.69593 2.61948 2.62911
H: 2.34340 4.04748 3.42463
H: 3.24228 3.27795 2.12413
H: 2.90173 6.04483 2.07412
H: 2.99699 8.22778 1.15407
H: 1.37677 8.84493 0.82468
H: 2.42762 8.39314 -0.50960
H: 0.08939 7.10498 -0.95031
H: -1.62116 5.68570 -1.55641
H: -1.95400 4.21839 -0.64681
H: -0.84710 4.17011 -2.02304
H: -2.34926 2.11652 -1.17880
H: -2.67143 0.72509 -2.20246
H: -2.47589 2.32047 -2.92210
H: -1.01217 0.76574 -4.33835
H: 0.59576 -0.03859 -5.87738
H: 1.87490 -0.97909 -5.10434
H: 2.21065 0.64724 -5.67983
H: 3.05508 0.50104 -3.07934
H: 3.70557 0.95671 -0.94516
H: 2.52444 0.95191 0.35604
H: 2.98041 2.47864 -0.41265

Spin multiplicity: 2
Net charge: +1
Energy above the lowest of the compared OMol25 structures with the same formula, charge and spin, kJ/mol: 133.1
Calculated total energy, Eh: -2749.0293
HOMO (spin up / spin down), eV: -10.380 / -10.393
LUMO level (spin up / spin down), eV: -3.6 / -4.4

Results of the Mulliken charge analysis, in e, for atoms 1 through 8: number 1, Ir, carries 1.838; number 2, C, carries -0.922; number 3, C, carries -0.676; number 4, N, carries 0.193; number 5, C, carries -0.736; number 6, C, carries -0.941; number 7, C, carries 0.454; number 8, S, carries -0.508